A molecular structure, C15H21F5GeN3NiO2Te. Source: OMol25; level of theory: ωB97M-V with the def2-TZVPD basis set.

Properties
E_LUMO (spin up / spin down) (eV): 2.46 / 2.46
Expectation value of S²: 2.005
Calculated total energy (eV): -142906.26013
Relative energy (zero: lowest compared OMol25 entry of this formula, charge and spin) (kJ/mol): 0.0
HOMO (spin up / spin down) (eV): -5.1 / -5.4

```
! wB97M-V def2-TZVPD RIJCOSX def2/J DEFGRID3
* xyz -1 3
Ni 0.954 0.894 -0.528
O 0.195 0.017 1.053
C 0.654 -0.936 1.798
C -0.230 -1.583 2.701
C 0.173 -2.622 3.504
C 1.492 -3.085 3.463
C 2.377 -2.467 2.607
C 1.999 -1.400 1.783
C 2.987 -0.765 0.920
N 2.757 0.135 -0.018
C 3.961 0.459 -0.595
C 4.946 -0.257 -0.001
N 4.319 -1.031 0.955
H -1.251 -1.222 2.719
H -0.542 -3.091 4.169
H 1.811 -3.912 4.082
H 3.395 -2.842 2.567
H 4.010 1.182 -1.391
H 6.008 -0.290 -0.159
H 4.770 -1.657 1.595
C -2.257 -0.846 -0.880
Ge -3.125 0.796 -0.277
C -4.255 0.419 1.291
C -4.237 1.490 -1.733
C -1.784 2.165 0.159
H -3.002 -1.566 -1.225
H -1.663 -1.290 -0.082
H -1.587 -0.607 -1.709
H -5.015 -0.325 1.047
H -4.760 1.324 1.634
H -3.649 0.034 2.112
H -5.012 0.777 -2.018
H -3.608 1.687 -2.603
H -4.710 2.430 -1.445
H -1.352 2.013 1.149
H -2.231 3.161 0.125
F 1.171 -0.792 -4.349
Te 0.087 3.618 -1.837
F -0.074 4.468 -0.165
F -1.691 4.362 -2.110
F 0.977 5.317 -2.255
F 1.768 2.843 -0.893
O -0.758 2.053 -0.837
C 0.993 -1.981 -2.338
C 1.050 -0.602 -2.935
N 1.003 0.518 -2.460
H 0.869 -1.921 -1.258
H 1.908 -2.531 -2.568
H 0.158 -2.540 -2.764
*
```

Mulliken atomic charge list, values in e, 6 entries: 0.115, -0.680, -0.005, -0.308, -0.544, -0.790